[1]
{"formula": "C5H18O3", "method": "wB97M-V/def2-TZVPD", "species": ["C", "C", "C", "C", "C", "H", "H", "H", "H", "H", "H", "H", "H", "H", "H", "H", "H", "O", "H", "H", "O", "H", "H", "O", "H", "H"], "xyz": [[0.6730, -1.7833, 0.1589], [0.6185, -0.9225, 1.4123], [-0.3184, 0.3768, 1.3713], [-1.7843, -0.0111, 1.3604], [-2.4341, 0.1607, -0.0004], [0.9510, -1.3079, -0.7749], [-0.2636, -2.2444, -0.0922], [1.3394, -2.6401, 0.3558], [1.6014, -0.7502, 1.8497], [0.1193, -1.5264, 2.1707], [0.1738, 1.0698, 2.0429], [-0.0553, 0.8886, 0.4548], [-1.9819, -1.0001, 1.7839], [-2.2775, 0.6326, 2.1176], [-3.4804, -0.2069, 0.0382], [-2.4546, 1.1289, -0.4970], [-1.9245, -0.4351, -0.7701], [5.6782, -2.0668, -0.8289], [4.7432, -2.0442, -1.1132], [6.2301, -2.0468, -1.6217], [2.9594, 3.6756, 0.7226], [2.9783, 4.6227, 0.9085], [3.1721, 3.1387, 1.4832], [-4.4794, 0.9722, -3.9614], [-4.6427, 0.7068, -4.8678], [-5.1410, 1.6123, -3.7031]], "forces_ev_per_a": [[0.4952, -0.5915, 0.1467], [-1.4648, 0.5251, 0.4143], [2.7563, -1.7765, -1.2914], [-0.4419, 1.8025, 1.2679], [-0.8074, -1.1019, -0.7906], [0.5039, 0.4641, 0.0551], [-0.8307, -0.1259, 0.2093], [0.0039, 0.3416, -0.2611], [0.1555, 0.4026, -0.4097], [0.1237, -0.2975, 0.1940], [-1.0261, 0.1094, 1.1435], [-0.2461, 0.0597, -0.7324], [0.3675, -0.1807, -0.4159], [-0.1370, -0.0629, -0.5169], [0.4878, 0.2257, -0.1168], [0.1054, 0.5015, 0.7687], [-0.0337, -0.2878, 0.3205], [-0.5098, -0.0012, -0.1153], [0.8824, -0.0021, 0.0163], [-0.3843, 0.0069, 0.1067], [-0.2555, 0.1087, -0.9184], [0.1380, -0.5133, 0.4751], [0.1130, 0.3946, 0.4422], [0.4825, -0.2651, 0.2779], [-0.2293, 0.1534, -0.0695], [-0.2485, 0.1105, -0.2001]], "total_charge": 0, "homo_ev": -10.40, "smiles": "CCCCC.O.O.O", "spin_multiplicity": 1, "gap_ev": 11.199, "e_lumo_ev": 0.80, "de_lowest_ev": 1.116}



[2]
{"formula": "C3H6N3O2", "method": "wB97M-V/def2-TZVPD", "species": ["C", "C", "C", "N", "N", "N", "O", "O", "H", "H", "H", "H", "H", "H"], "xyz": [[2.9970, 0.2500, 0.1765], [-1.2329, 0.2898, 0.7652], [-1.3367, 1.1232, -0.3396], [2.2417, 0.7678, -0.7005], [-1.9975, -0.8304, 0.7279], [-1.1831, 1.8482, -1.2698], [-2.9126, -0.6657, -0.3269], [-2.0211, -1.7685, 1.4337], [3.9988, -0.0779, 0.0000], [2.6200, -0.0617, 1.0986], [-0.4568, 0.5777, 1.4211], [2.7082, 0.9927, -1.6383], [-1.7144, 2.5452, -1.8157], [-3.3007, -1.4864, -0.6355]], "forces_ev_per_a": [[0.0495, -0.0655, -2.1975], [-0.5501, 0.3317, -1.6043], [0.7957, 1.7387, -2.2153], [0.2283, 0.5917, -0.9205], [-0.2706, 0.9584, -0.8042], [-1.4264, -1.5944, 1.9926], [0.4857, 0.8323, 0.4798], [0.0335, -0.1658, 0.0322], [0.9121, 0.1685, -0.2249], [-0.8911, -0.1229, 1.5857], [0.4113, -0.5826, 1.2062], [-0.4551, -0.5975, 1.8443], [0.6763, -0.3707, 0.4632], [0.0008, -1.1218, 0.3626]], "total_charge": 1, "homo_ev": [-13.27, -13.27], "spin_multiplicity": 1, "gap_ev": [7.287, 7.288], "e_lumo_ev": [-5.99, -5.98], "de_lowest_ev": 5.763}



[3]
{"formula": "C45H62CsN5O9S2Si", "method": "wB97M-V/def2-TZVPD", "species": ["Cs", "O", "C", "N", "C", "C", "C", "C", "C", "C", "N", "C", "C", "C", "C", "C", "N", "H", "H", "H", "H", "H", "H", "H", "H", "H", "H", "C", "O", "C", "C", "O", "C", "C", "O", "C", "H", "H", "H", "H", "H", "H", "H", "H", "H", "H", "H", "H", "H", "H", "O", "S", "O", "N", "C", "C", "C", "C", "C", "C", "C", "C", "N", "C", "C", "C", "C", "C", "C", "C", "H", "H", "H", "H", "H", "H", "H", "H", "H", "H", "H", "C", "C", "C", "C", "O", "Si", "S", "O", "C", "C", "C", "C", "O", "C", "C", "C", "C", "H", "H", "H", "H", "H", "H", "H", "H", "H", "H", "H", "H", "H", "H", "H", "H", "H", "H", "H", "H", "H", "H", "H", "H", "H", "H", "H"], "xyz": [[-1.4304, -0.4553, -2.1639], [1.7685, -1.3722, -5.5453], [1.2730, -0.6476, -4.6424], [1.1116, -0.9123, -3.3692], [1.5051, -2.2693, -3.0557], [1.4173, -2.6526, -1.5925], [2.2525, -3.6665, -1.1142], [2.1666, -4.0532, 0.2093], [1.2450, -3.4262, 1.0376], [0.4502, -2.4365, 0.4855], [0.5267, -2.0657, -0.7933], [0.8039, 0.7293, -5.1177], [1.4145, 1.2438, -6.2668], [1.0056, 2.4590, -6.7737], [-0.0348, 3.1306, -6.1422], [-0.5935, 2.5405, -5.0235], [-0.1875, 1.3825, -4.5040], [2.5269, -2.4867, -3.3974], [0.8796, -2.9904, -3.6102], [2.9658, -4.1275, -1.7865], [2.8167, -4.8298, 0.5973], [1.1539, -3.6772, 2.0857], [-0.2747, -1.9046, 1.0959], [2.1854, 0.6442, -6.7291], [1.4775, 2.8767, -7.6560], [-0.4092, 4.0790, -6.5065], [-1.4215, 3.0276, -4.5132], [-4.3125, 0.7830, -3.7419], [-4.3469, 0.9866, -2.3460], [-4.5448, 2.3331, -1.9872], [-3.2957, 3.1949, -2.1868], [-2.9945, 3.8088, -0.9485], [-1.7740, 4.5158, -0.9219], [-0.5583, 3.6949, -1.3588], [-0.5691, 2.3776, -0.8871], [-0.5255, 2.2759, 0.5324], [-5.2870, 1.0153, -4.1919], [-4.0691, -0.2639, -3.9185], [-3.5474, 1.4031, -4.2284], [-4.7733, 2.3374, -0.9216], [-5.4068, 2.7441, -2.5316], [-3.4343, 3.9674, -2.9591], [-2.4778, 2.5391, -2.4991], [-1.6601, 4.8444, 0.1117], [-1.8264, 5.4141, -1.5583], [0.3419, 4.2306, -1.0180], [-0.5014, 3.6237, -2.4459], [0.3041, 2.8607, 0.9423], [-0.3435, 1.2334, 0.7815], [-1.4644, 2.6052, 0.9875], [-4.5772, -3.8240, -3.3525], [-3.3298, -3.3015, -2.8188], [-2.5680, -2.4606, -3.7305], [-3.3957, -2.5569, -1.4590], [-4.1549, -2.9354, -0.3857], [-5.0251, -4.0139, -0.3177], [-5.7294, -4.3155, 0.8619], [-5.5858, -3.5693, 1.9969], [-4.7013, -2.4627, 1.9832], [-4.4612, -1.6738, 3.1338], [-3.5713, -0.6453, 3.0778], [-2.9304, -0.3810, 1.8470], [-3.1320, -1.0767, 0.7582], [-3.9951, -2.1291, 0.8056], [-2.3005, -4.7455, -2.5604], [-2.3081, -5.7530, -3.5175], [-1.4897, -6.8589, -3.3556], [-0.6739, -6.9641, -2.2341], [-0.6807, -5.9619, -1.2761], [-1.4945, -4.8473, -1.4385], [-5.1750, -4.6219, -1.1985], [-6.3982, -5.1699, 0.8601], [-6.1209, -3.8111, 2.9083], [-4.9791, -1.9208, 4.0552], [-3.3223, -0.0449, 3.9426], [-2.2047, 0.4228, 1.7982], [-2.9586, -5.6585, -4.3773], [-1.4864, -7.6421, -4.1046], [-0.0333, -7.8293, -2.1094], [-0.0467, -6.0333, -0.4018], [-1.5072, -4.0555, -0.7013], [3.0584, 2.4827, -0.2049], [3.3237, 1.1868, 0.5597], [4.6795, 1.2634, 1.2573], [3.2871, 0.0137, -0.4109], [2.2776, 0.9670, 1.5008], [1.9991, 1.5700, 3.0163], [0.1147, 1.1736, 3.6706], [3.2371, 1.0252, 4.0087], [3.3817, -0.2381, 4.6376], [4.8752, -0.4022, 4.9137], [2.8914, -1.3700, 3.7365], [2.6045, -0.2319, 5.9524], [2.4325, 3.1786, 2.8566], [2.1895, 4.2693, 3.7303], [3.2392, 5.3214, 3.3799], [0.7875, 4.8163, 3.4686], [2.3358, 3.8566, 5.1941], [3.8514, 2.6504, -0.9391], [3.0183, 3.3289, 0.4824], [2.1119, 2.4013, -0.7410], [5.4663, 1.4144, 0.5137], [4.8807, 0.3349, 1.7944], [4.7039, 2.0846, 1.9758], [4.0991, 0.0875, -1.1394], [2.3427, 0.0202, -0.9524], [3.3820, -0.9320, 0.1283], [5.4330, -0.4034, 3.9758], [5.0727, -1.3385, 5.4427], [5.2309, 0.4308, 5.5238], [3.4145, -1.3523, 2.7782], [1.8241, -1.2578, 3.5403], [3.0657, -2.3382, 4.2156], [2.9700, 0.5762, 6.5912], [2.7290, -1.1820, 6.4802], [1.5467, -0.0630, 5.7479], [3.1543, 5.5908, 2.3251], [4.2392, 4.9189, 3.5526], [3.1090, 6.2221, 3.9859], [0.7017, 5.1230, 2.4230], [0.5835, 5.6819, 4.1060], [0.0500, 4.0366, 3.6632], [3.3249, 3.4278, 5.3635], [1.5862, 3.1048, 5.4471], [2.2032, 4.7254, 5.8455]], "forces_ev_per_a": [[-0.3907, 1.1706, 0.4569], [0.0184, 0.0087, 0.0066], [0.0534, -0.0218, -0.0057], [0.2524, -0.1506, -0.1291], [0.0563, -0.0195, -0.0232], [0.0475, -0.0195, -0.0523], [0.0242, 0.0240, 0.0694], [-0.0069, -0.0203, -0.0194], [0.0012, 0.0395, 0.0178], [0.0912, 0.0377, -0.0407], [0.3276, -0.1650, 0.1075], [0.0329, 0.0210, 0.0095], [0.0057, -0.0033, 0.0025], [-0.0010, -0.0068, -0.0036], [-0.0005, -0.0001, 0.0029], [-0.0011, 0.0055, 0.0206], [0.0799, -0.0958, -0.0397], [0.0048, 0.0066, -0.0034], [-0.0040, -0.0056, 0.0013], [0.0037, 0.0051, 0.0062], [-0.0037, 0.0044, -0.0016], [0.0039, -0.0010, 0.0116], [-0.0077, -0.0118, -0.0224], [0.0022, 0.0019, -0.0009], [0.0003, 0.0001, 0.0009], [0.0040, 0.0004, 0.0001], [0.0050, 0.0019, -0.0064], [0.0085, -0.0024, -0.0221], [-0.0734, 0.0178, -0.0475], [0.0053, 0.0054, -0.0002], [0.0173, 0.0307, 0.0202], [-0.0212, -0.0182, -0.0207], [0.0164, 0.0122, 0.0093], [0.0042, -0.0237, 0.0135], [-0.0107, 0.0613, -0.0009], [0.0391, -0.0209, -0.0373], [0.0035, 0.0037, -0.0050], [-0.0413, -0.0077, 0.0099], [0.0113, -0.0107, 0.0102], [-0.0029, 0.0031, -0.0021], [0.0028, 0.0017, -0.0058], [-0.0037, 0.0026, 0.0033], [0.0105, -0.0157, -0.0063], [-0.0008, -0.0037, -0.0025], [0.0000, 0.0010, -0.0065], [-0.0006, 0.0012, 0.0073], [0.0004, -0.0003, -0.0102], [-0.0228, 0.0098, -0.0130], [0.0032, 0.0504, -0.0185], [0.0065, -0.0198, -0.0066], [-0.0125, 0.0186, 0.0136], [-0.1096, -0.1782, -0.0926], [-0.2771, -0.4431, -0.3053], [-0.2194, -0.0813, -0.0165], [0.0420, -0.0377, -0.0160], [-0.0073, -0.0036, -0.0016], [0.0013, -0.0036, -0.0045], [0.0034, 0.0059, 0.0042], [-0.0037, -0.0023, 0.0044], [-0.0055, -0.0175, 0.0033], [0.0078, -0.0082, 0.0023], [0.0370, -0.0098, 0.0213], [0.0620, -0.0958, 0.0256], [0.0055, 0.0202, 0.0404], [-0.0347, -0.0296, -0.0221], [0.0009, -0.0106, 0.0060], [0.0107, -0.0059, 0.0104], [-0.0122, -0.0102, -0.0020], [0.0083, 0.0125, -0.0069], [0.0024, 0.0017, 0.0124], [-0.0002, 0.0034, -0.0036], [0.0003, 0.0022, -0.0002], [-0.0004, 0.0008, -0.0026], [-0.0004, 0.0002, -0.0014], [-0.0086, 0.0168, -0.0034], [0.0135, 0.0390, -0.0017], [0.0003, 0.0073, 0.0026], [0.0016, 0.0018, 0.0009], [-0.0001, 0.0020, -0.0009], [0.0088, 0.0011, 0.0060], [0.0022, 0.0091, -0.0027], [-0.0043, 0.0032, -0.0296], [0.0895, 0.0902, 0.0654], [0.0603, -0.0147, 0.0026], [-0.0013, 0.0704, 0.0433], [-0.0709, -0.0571, -0.0230], [-0.0059, -0.0241, 0.0411], [0.0113, -0.0159, 0.0650], [0.0225, 0.0220, -0.0052], [-0.0186, -0.0046, 0.0087], [-0.0053, 0.0007, 0.0039], [0.0074, -0.0276, -0.0110], [-0.0032, -0.0154, 0.0116], [-0.0146, 0.0195, 0.0095], [0.0064, -0.0107, -0.0075], [-0.0020, 0.0029, -0.0027], [-0.0003, 0.0021, 0.0035], [0.0009, 0.0027, 0.0033], [-0.0047, 0.0115, -0.0054], [0.0006, -0.0259, -0.0044], [-0.0480, 0.0132, -0.0032], [0.0149, 0.0008, -0.0049], [0.0081, 0.0096, -0.0028], [-0.0052, -0.0204, -0.0194], [-0.0089, 0.0079, 0.0002], [-0.0488, -0.1083, -0.0662], [-0.0218, -0.0020, 0.0201], [0.0026, 0.0017, -0.0025], [-0.0041, 0.0034, -0.0011], [-0.0009, 0.0005, 0.0014], [-0.0032, -0.0056, 0.0081], [-0.0177, -0.0074, -0.0071], [-0.0038, 0.0070, 0.0003], [-0.0008, 0.0015, -0.0018], [0.0019, -0.0071, 0.0068], [0.0073, 0.0033, 0.0031], [0.0020, -0.0025, 0.0012], [0.0021, -0.0001, 0.0013], [-0.0025, -0.0020, -0.0002], [0.0022, -0.0008, -0.0061], [-0.0006, -0.0003, -0.0002], [-0.0007, -0.0064, 0.0004], [-0.0077, -0.0041, 0.0012], [0.0017, -0.0041, 0.0035], [-0.0032, 0.0034, -0.0041]], "total_charge": -2, "homo_ev": -2.81, "spin_multiplicity": 1, "gap_ev": 6.240, "e_lumo_ev": 3.43, "de_lowest_ev": 0.000}



[4]
{"formula": "C12H12O2P", "method": "wB97M-V/def2-TZVPD", "species": ["C", "C", "C", "C", "C", "C", "C", "C", "C", "C", "C", "C", "O", "O", "P", "H", "H", "H", "H", "H", "H", "H", "H", "H", "H", "H", "H"], "xyz": [[2.9728, -0.8796, -1.0017], [2.3364, 0.3168, -0.5532], [2.1822, -1.8122, -1.8110], [1.0395, 0.5747, -0.8058], [0.9003, -1.4474, -2.1456], [0.3387, -0.2983, -1.6369], [0.0285, 1.0045, 2.2756], [0.1603, -0.3308, 1.7780], [-1.0822, 1.7193, 2.1690], [-0.9177, -0.9350, 1.1353], [-2.2699, 1.1324, 1.3972], [-2.0568, -0.2547, 0.9036], [-1.8825, 1.4943, -1.7346], [-2.2572, -0.8441, -2.6805], [-1.4996, 0.0629, -1.7824], [3.9758, -1.0709, -0.8460], [2.7987, 1.1191, -0.0801], [2.7277, -2.7315, -2.1491], [0.6869, 1.5533, -0.6418], [0.2468, -2.1158, -2.6546], [0.9181, 1.4291, 2.7813], [1.2346, -0.6831, 1.8334], [-1.1917, 2.7037, 2.5266], [-0.9829, -1.9602, 0.6572], [-3.1674, 1.2406, 1.9645], [-2.4146, 1.8886, 0.4726], [-2.8247, -0.8759, 0.6291]], "forces_ev_per_a": [[-3.6710, -0.0796, -1.2156], [1.1399, -2.0794, -0.8185], [2.7063, 1.2464, 1.4172], [-0.0712, -0.6720, -2.0349], [-0.0119, -1.0294, 0.6518], [-2.4324, 1.6359, -0.4158], [1.8142, -0.7333, 0.7076], [2.5396, 0.6128, 0.8190], [-2.0192, -1.2183, -1.2215], [-0.5889, -1.6910, -0.8546], [1.0723, 2.3011, -1.8336], [1.1418, 1.1233, 2.4124], [0.4318, 1.3189, 0.2191], [0.0180, -0.9803, -0.7577], [0.7746, -0.8537, -0.2932], [1.8979, -0.3329, 0.4762], [1.6170, 0.8901, 1.0246], [-0.9251, 0.8387, 0.1416], [-0.8705, 0.8459, 0.6396], [-0.2955, -0.4003, -0.7333], [-0.5580, -0.2037, -0.3303], [-1.7169, -0.2618, -0.2243], [0.0274, 1.0355, 0.4454], [0.9524, 1.0947, 0.9941], [-0.9008, -0.0394, 0.4676], [0.1126, -1.6777, 1.5287], [-2.1844, -0.6906, -1.2116]], "total_charge": -1, "homo_ev": [-0.97, -5.41], "spin_multiplicity": 3, "gap_ev": [4.525, 8.115], "e_lumo_ev": [3.56, 2.71], "de_lowest_ev": 0.000}



Strongest force on any atom (computed, Eh/bohr): 0.06854 0.05691 0.02559 0.07522
DFT total energy (computed, a.u.): -426.97539 -432.18952 -3809.19067 -956.25369